Record 1
The following is a DFT calculation (ωB97M-V/def2-TZVPD) of a molecular structure, C53H54N9OSSeTi.

Geometry as XYZ:
```
120
Properties=species:S:1:pos:R:3:mulliken_spin:R:1
Ti 0.200 0.322 -0.014 -0.0025
C -1.681 4.130 4.896 0.0132
C -2.457 3.093 4.073 0.0093
C -1.887 2.893 2.703 0.0800
C -2.155 3.605 1.575 -0.0774
C -3.134 4.726 1.415 -0.0019
C -4.511 4.232 0.950 -0.0083
C -1.356 3.053 0.511 0.1436
C -1.424 3.442 -0.794 -0.1804
C -0.873 2.702 -1.870 0.1378
C -1.159 2.921 -3.221 -0.0620
C -1.890 4.110 -3.769 0.0015
C -1.011 5.363 -3.865 -0.0073
C -0.591 1.859 -3.940 0.0589
C 0.039 1.033 -3.008 -0.1098
C 0.971 0.006 -3.324 0.1151
C 1.931 -0.393 -2.449 -0.1208
N 1.993 -0.001 -1.109 0.0055
C 3.254 -0.408 -0.679 0.1235
C 3.729 -0.269 0.580 -0.1214
C 2.947 0.185 1.666 0.1193
N 1.614 0.572 1.572 0.0048
C 1.201 0.766 2.894 -0.0967
C -0.059 1.297 3.265 0.1703
C -0.855 1.949 2.368 -0.1681
N -0.588 2.000 0.998 0.0118
C 2.243 0.484 3.777 0.0576
C 3.351 0.133 3.002 -0.0625
C 4.709 -0.278 3.489 -0.0025
C 4.851 -1.797 3.662 -0.0058
C 2.187 0.637 5.266 0.0057
C 2.415 2.082 5.730 0.0097
C 3.959 -1.074 -1.750 -0.0506
C 3.131 -1.104 -2.819 0.0496
C 3.364 -1.738 -4.151 0.0089
C 4.094 -0.824 -5.144 0.0057
C 5.360 -1.584 -1.658 -0.0010
C 6.409 -0.473 -1.807 -0.0055
N -0.155 1.522 -1.717 -0.0072
C -0.604 1.638 -5.422 -0.0026
C -1.632 0.589 -5.863 0.0051
H -2.073 4.211 5.915 -0.0007
H -1.739 5.116 4.428 0.0007
H -0.626 3.854 4.954 -0.0051
H -3.502 3.403 3.989 0.0001
H -2.460 2.138 4.606 0.0059
H -2.747 5.450 0.693 -0.0046
H -3.240 5.259 2.364 0.0002
H -4.418 3.692 0.003 0.0013
H -5.213 5.060 0.811 0.0009
H -4.935 3.537 1.679 -0.0013
H -2.037 4.302 -1.035 -0.0438
H -2.760 4.335 -3.141 0.0012
H -2.282 3.870 -4.762 -0.0018
H -0.663 5.656 -2.872 -0.0003
H -1.549 6.208 -4.308 0.0011
H -0.128 5.157 -4.473 0.0007
H 1.023 -0.344 -4.347 0.0314
H 4.734 -0.616 0.790 -0.0446
H -0.321 1.328 4.316 0.0263
H 4.916 0.210 4.446 0.0001
H 5.472 0.078 2.790 -0.0024
H 4.122 -2.163 4.390 -0.0002
H 5.852 -2.080 4.006 0.0002
H 4.653 -2.307 2.717 0.0016
H 2.943 -0.008 5.726 0.0011
H 1.218 0.287 5.636 0.0036
H 3.397 2.433 5.401 0.0003
H 2.360 2.177 6.820 -0.0012
H 1.668 2.742 5.286 -0.0028
H 2.402 -2.037 -4.573 0.0032
H 3.936 -2.659 -4.013 0.0001
H 3.574 0.133 -5.230 -0.0013
H 4.151 -1.276 -6.139 0.0000
H 5.113 -0.619 -4.806 0.0001
H 5.517 -2.340 -2.433 -0.0004
H 5.508 -2.085 -0.697 -0.0017
H 6.266 0.061 -2.749 0.0007
H 7.427 -0.874 -1.787 0.0005
H 6.307 0.255 -1.000 -0.0003
H 0.391 1.321 -5.757 0.0004
H -0.813 2.583 -5.932 0.0013
H -1.460 -0.351 -5.333 0.0001
H -1.583 0.393 -6.940 -0.0003
H -2.645 0.921 -5.619 -0.0002
O -0.218 -1.324 -1.050 0.0027
N -0.849 -2.489 -0.932 0.0032
C -2.162 -2.528 -1.275 0.0039
C -2.906 -3.659 -1.147 0.0079
C -2.265 -4.810 -0.661 -0.0018
C -0.930 -4.778 -0.396 0.0004
C -0.127 -3.607 -0.560 -0.0028
S 1.542 -3.586 -0.339 0.0003
H -2.550 -1.599 -1.652 0.0012
H -3.957 -3.636 -1.395 0.0011
H -2.826 -5.726 -0.513 -0.0006
H -0.402 -5.658 -0.055 0.0007
Se -6.084 -2.962 3.643 0.1733
N -5.992 -1.735 2.302 0.3000
C -4.679 -1.561 2.101 -0.0028
C -4.149 -0.692 1.082 0.0577
C -4.984 -0.030 0.161 0.0007
C -4.425 0.694 -0.851 0.0308
C -3.023 0.792 -0.942 0.0037
N -2.222 0.222 -0.070 0.0011
C -2.761 -0.526 0.922 0.0166
C -1.855 -1.263 1.747 0.0307
N -0.524 -1.091 1.529 -0.0008
C 0.331 -1.844 2.187 0.0101
C -0.077 -2.805 3.126 0.0345
C -1.405 -2.954 3.390 -0.0062
C -2.346 -2.175 2.690 0.0623
C -3.770 -2.321 2.907 -0.0189
N -4.280 -3.154 3.811 0.2623
H -6.056 -0.145 0.267 0.0254
H -5.036 1.188 -1.596 0.0020
H -2.560 1.322 -1.761 -0.0161
H 1.379 -1.691 1.980 -0.0127
H 0.676 -3.401 3.624 0.0003
H -1.772 -3.669 4.117 0.0172
```

Properties
frontier orbital gap (alpha / beta): 4.014 / 3.979 eV
energy: -170597.7432 eV
HOMO level (alpha / beta): 0.12 / 0.13 eV
multiplicity: 2
charge: -2

Record 2
The following is a DFT calculation (ωB97M-V/def2-TZVPD) of a molecular structure, C53H55As2N2S2Zr.

Geometry as XYZ:
```
115
Properties=species:S:1:pos:R:3:mulliken_charge:R:1
Zr 0.630 -0.314 0.733 -0.4618
S -3.606 -2.469 0.173 0.5105
C -5.249 -2.428 0.815 -0.1840
C -6.526 -2.469 0.291 -0.7033
C -7.573 -2.445 1.206 -0.5056
C -7.339 -2.385 2.581 -0.5332
C -6.049 -2.345 3.099 -0.5990
C -5.015 -2.367 2.182 0.3421
S -3.255 -2.318 2.256 -0.1581
H -6.710 -2.523 -0.773 0.4834
H -8.592 -2.477 0.846 0.3794
H -8.181 -2.373 3.259 0.3816
H -5.871 -2.303 4.165 0.4536
C 1.599 -0.201 -3.369 -1.0925
C 0.800 -1.486 -3.174 -1.5271
As -0.751 -1.304 -1.973 1.2491
C -1.610 -2.999 -2.372 0.3405
C -1.054 -4.182 -1.896 -0.1482
C -1.668 -5.397 -2.163 -0.8644
C -2.843 -5.437 -2.898 -0.6058
C -3.400 -4.258 -3.373 -0.7806
C -2.785 -3.040 -3.115 -0.3211
C -1.867 -0.040 -2.920 0.6293
C -1.836 0.093 -4.305 -0.3225
C -2.673 1.000 -4.938 -0.7821
C -3.546 1.779 -4.189 -0.7178
C -3.582 1.649 -2.808 -0.5977
C -2.744 0.743 -2.175 -0.4401
As 1.741 0.792 -1.692 1.9412
C 3.518 1.595 -1.536 0.8492
C 5.461 1.340 -0.616 0.3899
C 6.223 2.625 -0.702 -1.3881
C 5.832 3.709 -1.373 -0.6569
C 4.557 3.858 -2.074 -0.8408
C 3.543 2.988 -2.114 -0.9274
C 0.529 2.296 -1.892 0.9374
C 0.095 2.899 -0.714 -0.3540
C -0.783 3.975 -0.747 -1.0325
C -1.231 4.458 -1.965 -0.9105
C -0.797 3.869 -3.146 -0.8457
C 0.079 2.795 -3.111 -0.4352
H 1.135 0.446 -4.111 0.5086
H 2.615 -0.421 -3.699 0.6497
H 1.420 -2.257 -2.708 0.5875
H 0.454 -1.892 -4.125 0.8583
H -0.152 -4.171 -1.300 0.2272
H -1.231 -6.312 -1.785 0.4321
H -3.326 -6.384 -3.098 0.4122
H -4.318 -4.283 -3.946 0.4399
H -3.239 -2.128 -3.479 0.3684
H -1.176 -0.524 -4.904 0.3875
H -2.650 1.093 -6.016 0.4285
H -4.201 2.484 -4.684 0.3848
H -4.265 2.251 -2.223 0.4793
H -2.792 0.631 -1.096 0.1063
H 6.064 0.572 -0.133 0.5747
H 7.178 2.654 -0.190 0.4244
H 6.489 4.570 -1.386 0.4169
H 4.408 4.798 -2.592 0.4639
H 2.664 3.304 -2.662 0.2706
H 0.475 2.580 0.256 0.0310
H -1.106 4.438 0.177 0.5041
H -1.911 5.299 -1.997 0.4098
H -1.144 4.247 -4.099 0.4674
H 0.404 2.353 -4.044 0.4054
C 0.259 -1.598 4.570 -1.6046
C -0.950 -0.746 4.288 1.9521
C -2.103 -0.939 5.044 -0.7545
C -3.242 -0.183 4.822 -1.1359
C -3.248 0.775 3.819 -0.9067
C -2.115 0.999 3.051 0.8030
C -2.118 2.057 1.981 -0.9833
C -0.958 0.249 3.300 -0.4348
N 0.235 0.545 2.562 1.8346
C 1.364 0.958 3.331 0.3912
C 1.198 1.638 4.658 -2.2939
C 2.558 0.721 2.768 0.2371
C 3.872 0.953 3.450 -2.4279
N 2.484 0.119 1.487 2.0157
C 3.558 0.090 0.556 -1.6968
C 4.012 1.450 -0.039 1.5211
C 3.704 2.639 0.850 -1.9583
C 4.851 0.878 -1.978 0.0874
C 4.909 -0.602 -2.111 -1.6256
C 4.614 -1.453 -1.130 -0.7132
C 3.967 -1.141 0.149 1.8080
C 3.723 -2.373 0.988 -2.2741
H -0.044 -2.631 4.745 0.5156
H 0.777 -1.253 5.468 0.2738
H 0.973 -1.581 3.751 -0.1592
H -2.101 -1.700 5.815 0.4987
H -4.125 -0.340 5.427 0.4882
H -4.140 1.360 3.632 0.3877
H -3.063 2.600 1.980 0.5757
H -1.995 1.632 0.978 -0.0508
H -1.305 2.770 2.131 0.2163
H 0.147 1.801 4.893 0.3909
H 1.696 2.610 4.655 0.5053
H 1.632 1.056 5.474 0.3633
H 3.979 0.288 4.311 0.4724
H 3.972 1.976 3.817 0.4941
H 4.708 0.749 2.780 0.3046
H 2.680 2.607 1.225 0.1388
H 3.824 3.562 0.292 0.5697
H 4.380 2.685 1.702 0.2553
H 5.285 1.356 -2.853 0.7174
H 5.323 -0.995 -3.033 0.4426
H 4.791 -2.509 -1.303 0.5437
H 4.678 -2.889 1.114 0.6243
H 3.049 -3.082 0.504 0.2704
H 3.326 -2.134 1.970 0.1091
C 0.460 -2.506 1.091 -0.9825
H 1.047 -2.886 1.926 0.6735
H 0.795 -3.035 0.191 -0.0404
H -0.587 -2.794 1.263 0.1708
```

Properties
frontier orbital gap: 6.775 eV
energy: -203454.4310 eV
HOMO level: -9.35 eV
multiplicity: 1
charge: +1

Record 3
The following is a DFT calculation (ωB97M-V/def2-TZVPD) of a molecular structure, C53H56ClIrN6OPS2 at a distorted geometry.

Geometry as XYZ:
```
121
Properties=species:S:1:pos:R:3:mulliken_spin:R:1
Ir 0.231 0.738 -0.842 0.0912
S -0.673 -0.226 1.265 0.3499
C -2.108 -0.975 0.508 0.0352
N -2.736 -1.957 1.118 0.0504
N -2.642 -2.179 2.411 0.2537
C -2.882 -3.406 2.957 -0.0185
C -2.750 -3.570 4.344 0.0858
C -2.926 -4.814 4.907 -0.0495
C -3.245 -5.907 4.109 0.1040
C -3.400 -5.742 2.738 -0.0405
C -3.217 -4.508 2.153 0.0910
N -2.530 -0.656 -0.682 -0.0171
N -1.889 0.059 -1.554 -0.0204
C -2.540 0.368 -2.712 -0.0055
C -3.947 0.383 -2.754 -0.0005
C -4.604 0.657 -3.930 -0.0022
C -3.888 0.906 -5.095 0.0127
C -2.498 0.893 -5.065 -0.0104
C -1.823 0.640 -3.891 0.0102
H -2.393 -1.415 3.044 -0.0230
H -2.504 -2.718 4.960 -0.0005
H -2.821 -4.940 5.972 -0.0007
H -3.376 -6.880 4.557 0.0039
H -3.671 -6.589 2.127 -0.0007
H -3.337 -4.364 1.092 0.0069
H -4.482 0.181 -1.839 -0.0001
H -5.684 0.667 -3.948 -0.0001
H -4.405 1.099 -6.021 0.0003
H -1.940 1.076 -5.970 -0.0001
H -0.743 0.601 -3.880 0.0045
Cl 2.339 4.041 -2.957 0.0015
C 3.396 2.849 -2.298 0.0116
C 4.700 3.199 -2.003 -0.0085
C 5.581 2.237 -1.534 0.0190
C 5.165 0.918 -1.381 -0.0092
C 3.871 0.566 -1.681 0.0169
C 2.939 1.522 -2.134 -0.0023
C 1.594 1.132 -2.472 0.0398
H 5.030 4.215 -2.160 0.0003
H 6.600 2.513 -1.311 0.0004
H 5.864 0.173 -1.032 0.0003
H 3.548 -0.460 -1.583 0.0017
H 1.582 0.145 -2.935 -0.0079
H 1.088 1.886 -3.077 -0.0008
C 0.764 -7.843 -2.634 -0.0005
C 0.615 -6.366 -2.544 0.0008
C 0.172 -5.604 -3.620 -0.0007
C 0.030 -4.231 -3.542 0.0011
C -0.432 -3.493 -4.759 -0.0016
C 0.357 -3.571 -2.327 0.0050
C 0.201 -2.150 -2.235 -0.0133
O 0.557 -1.423 -1.299 0.0002
C 0.821 -4.343 -1.230 0.0020
C 1.200 -3.695 0.062 -0.0090
C 0.932 -5.711 -1.356 -0.0013
H 0.491 -8.218 -3.615 -0.0001
H 0.140 -8.327 -1.885 0.0001
H 1.795 -8.126 -2.425 0.0001
H -0.065 -6.101 -4.549 0.0001
H -0.590 -4.188 -5.578 -0.0003
H 0.310 -2.762 -5.077 0.0002
H -1.372 -2.975 -4.574 0.0002
H -0.292 -1.696 -3.105 0.0047
H 2.078 -3.068 -0.108 -0.0010
H 1.422 -4.458 0.806 -0.0012
H 0.393 -3.056 0.422 0.0176
H 1.281 -6.294 -0.517 -0.0002
C 1.262 1.934 4.180 -0.0082
C 2.651 1.335 4.003 0.0005
N 2.586 -0.105 3.872 0.0031
C 2.514 -0.766 2.725 0.0079
S 2.704 0.026 1.226 0.0408
N 2.372 -2.090 2.706 0.0047
C 2.098 -2.955 3.836 0.0002
C 0.608 -3.031 4.157 0.0067
H 1.340 3.006 4.318 0.0004
H 0.772 1.515 5.055 -0.0001
H 0.646 1.736 3.306 0.0087
H 3.278 1.565 4.864 0.0000
H 3.125 1.737 3.106 -0.0006
H 2.427 -0.616 4.730 -0.0004
H 2.304 -2.508 1.790 -0.0047
H 2.659 -2.617 4.710 0.0003
H 2.465 -3.948 3.576 -0.0003
H 0.219 -2.060 4.451 0.0002
H 0.458 -3.733 4.972 0.0000
H 0.042 -3.372 3.293 -0.0058
C -2.678 3.597 3.538 -0.0050
C -3.056 2.727 2.529 0.0098
C -2.240 2.554 1.427 0.0117
C -1.027 3.229 1.330 -0.0050
C -0.663 4.121 2.334 0.0069
C -1.496 4.307 3.426 0.0057
P -0.091 3.007 -0.230 -0.0442
C 1.379 4.041 0.073 0.0089
C 2.418 3.473 0.798 -0.0046
C 3.497 4.238 1.195 0.0027
C 3.550 5.582 0.860 -0.0014
C 2.534 6.144 0.107 -0.0002
C 1.452 5.382 -0.292 -0.0002
C -1.137 4.026 -1.315 0.0038
C -1.608 5.244 -0.825 0.0004
C -2.348 6.076 -1.641 0.0006
C -2.648 5.693 -2.939 -0.0003
C -2.211 4.470 -3.416 0.0021
C -1.446 3.643 -2.611 -0.0044
H -3.310 3.738 4.400 0.0002
H -3.994 2.199 2.591 -0.0003
H -2.547 1.907 0.616 -0.0077
H 0.257 4.684 2.260 -0.0007
H -1.222 5.023 4.185 -0.0002
H 2.366 2.422 1.047 -0.0046
H 4.289 3.782 1.766 0.0007
H 4.376 6.193 1.185 -0.0003
H 2.572 7.185 -0.171 0.0001
H 0.676 5.836 -0.887 -0.0001
H -1.389 5.539 0.192 -0.0004
H -2.691 7.025 -1.259 0.0000
H -3.219 6.350 -3.576 -0.0001
H -2.461 4.155 -4.416 0.0006
H -1.097 2.694 -2.987 -0.0036
```

Properties
frontier orbital gap (alpha / beta): 5.374 / 4.554 eV
energy: -113164.3752 eV
relative energy (zero: lowest compared OMol25 entry of this formula, charge and spin): 0.0 kcal per mole
HOMO level (alpha / beta): -12.27 / -12.22 eV
multiplicity: 2
charge: +2

Record 4
The following is a DFT calculation (ωB97M-V/def2-TZVPD) of a molecular structure, C53H56FGeN5O3W at a distorted geometry.

Geometry as XYZ:
```
120
Properties=species:S:1:pos:R:3:mulliken_charge:R:1
W 0.657 1.120 0.201 0.5738
C -2.296 -5.117 4.358 -0.9778
C -3.078 -3.914 3.855 -1.1400
N -2.337 -3.151 2.854 0.2632
C -1.569 -2.114 3.272 -0.0092
C -0.829 -1.318 2.461 -0.2791
C 0.018 -0.227 3.085 -0.1600
O 0.061 -0.177 4.307 -0.8255
O 0.629 0.532 2.270 -0.4979
C -0.855 -1.556 1.059 0.9017
O -0.247 -0.890 0.201 -1.2576
C -1.662 -2.690 0.598 -0.2800
C -1.721 -2.958 -0.781 -0.0003
C -2.437 -4.033 -1.211 -0.2583
F -2.557 -4.304 -2.523 -0.4390
C -3.089 -4.904 -0.314 0.1187
C -3.061 -4.613 1.038 0.0185
C -2.369 -3.477 1.508 -0.1519
N -3.772 -6.029 -0.844 0.1174
C -4.708 -6.739 -0.018 -1.1870
C -4.049 -7.836 0.817 -0.4669
N -3.298 -8.749 -0.119 -0.1304
C -2.297 -7.986 -0.954 -0.6945
C -3.044 -6.911 -1.729 -0.6432
H -2.870 -5.661 5.108 0.3763
H -1.356 -4.804 4.811 0.3660
H -2.056 -5.800 3.541 0.2402
H -3.311 -3.226 4.668 0.5183
H -4.037 -4.204 3.425 0.4391
H -1.545 -1.916 4.337 0.5554
H -1.222 -2.298 -1.485 0.4297
H -3.547 -5.267 1.745 0.1325
H -5.477 -7.188 -0.659 0.4282
H -5.224 -6.047 0.646 0.5206
H -4.765 -8.448 1.365 0.3895
H -3.302 -7.438 1.502 0.3559
H -3.968 -9.202 -0.747 0.3781
H -2.838 -9.495 0.403 0.3446
H -1.790 -8.709 -1.592 0.4085
H -1.586 -7.551 -0.251 0.3538
H -3.742 -7.372 -2.439 0.3334
H -2.327 -6.351 -2.322 0.3218
C 2.544 1.265 0.005 -0.5358
Ge 3.443 2.950 0.116 2.1794
C 2.810 4.033 1.608 -0.0401
C 2.547 3.416 2.831 -0.1035
C 2.088 4.148 3.912 -0.7501
C 1.875 5.515 3.787 -0.3642
C 2.127 6.141 2.579 -0.7720
C 2.594 5.402 1.498 -0.2358
C 3.198 3.912 -1.572 0.0210
C 4.200 3.997 -2.536 -0.6237
C 3.961 4.576 -3.776 -0.7263
C 2.704 5.076 -4.078 -0.5515
C 1.689 4.988 -3.135 -0.7464
C 1.940 4.410 -1.901 0.1522
C 5.373 2.665 0.374 0.0752
C 5.821 1.430 0.841 -0.7030
C 7.164 1.205 1.109 -0.6256
C 8.091 2.216 0.910 -0.4322
C 7.666 3.452 0.445 -0.7113
C 6.321 3.670 0.184 -0.2797
H 2.990 0.635 -0.770 0.7368
H 2.658 2.341 2.927 0.3112
H 1.871 3.646 4.847 0.3907
H 1.494 6.085 4.626 0.3906
H 1.946 7.203 2.467 0.3981
H 2.770 5.905 0.553 0.3334
H 5.189 3.601 -2.329 0.3736
H 4.757 4.629 -4.508 0.3870
H 2.512 5.522 -5.047 0.3688
H 0.697 5.357 -3.364 0.4402
H 1.131 4.307 -1.190 0.1119
H 5.102 0.634 0.999 0.2645
H 7.487 0.238 1.475 0.3775
H 9.140 2.044 1.119 0.3766
H 8.380 4.251 0.290 0.3867
H 6.008 4.647 -0.172 0.3873
C -3.098 0.941 -0.098 -0.9056
C -2.935 1.395 -1.552 0.3338
C -2.394 2.820 -1.644 -0.9341
C -2.187 0.402 -2.422 0.8860
C -2.933 -0.368 -3.302 -0.9671
C -2.339 -1.244 -4.199 -1.3542
C -0.957 -1.320 -4.230 -0.9178
C -0.155 -0.584 -3.366 1.2164
C 1.347 -0.706 -3.537 0.4562
C 1.991 -1.591 -2.467 -0.9812
C 2.065 0.638 -3.690 -1.4241
C -0.765 0.267 -2.395 -0.7437
N -0.033 0.947 -1.481 1.1058
H -3.725 1.648 0.452 0.5253
H -2.142 0.898 0.423 -0.3271
H -3.568 -0.046 -0.045 0.2623
H -3.950 1.420 -1.972 0.6142
H -1.403 2.898 -1.203 -0.3912
H -3.066 3.501 -1.115 0.5179
H -2.331 3.139 -2.686 0.3911
H -4.011 -0.248 -3.303 0.4160
H -2.939 -1.820 -4.891 0.3513
H -0.468 -1.960 -4.960 0.4032
H 1.476 -1.235 -4.490 0.4782
H 1.852 -1.184 -1.468 -0.1418
H 3.066 -1.677 -2.640 0.4951
H 1.563 -2.597 -2.483 0.2616
H 1.995 1.243 -2.789 0.0714
H 1.640 1.214 -4.514 0.3584
H 3.123 0.467 -3.910 0.4626
N 0.137 2.726 0.700 -0.0011
C -0.523 3.715 1.393 0.5707
C -0.949 4.900 0.775 -0.1730
C -1.606 5.874 1.506 -0.8475
C -1.858 5.690 2.859 -0.4703
C -1.443 4.518 3.476 -0.9450
C -0.779 3.538 2.758 -0.4325
H -0.770 5.041 -0.281 0.2656
H -1.927 6.785 1.014 0.4029
H -2.372 6.454 3.430 0.3764
H -1.620 4.370 4.535 0.4059
H -0.423 2.637 3.243 0.5805
```

Properties
frontier orbital gap: 3.207 eV
energy: -130520.5883 eV
relative energy (zero: lowest compared OMol25 entry of this formula, charge and spin): 0.0 kcal per mole
HOMO level: -5.38 eV
multiplicity: 1